# 1
A 2-piece molecular cluster, C21H29N4O overall. Source: the OMol25 dataset; level of theory: ωB97M-V/def2-TZVPD.

Each atom is followed by the atoms it is bonded to, with distances in Å.
Geometry (Å):
1 C 2.20 -1.20 2.60  N2 1.462, H10 1.089, H11 1.089, H12 1.089
2 N 0.91 -1.88 2.47  C1 1.462, C3 1.474, C8 1.414
3 C 0.95 -3.34 2.30  N2 1.474, C4 1.527, H13 1.095, H14 1.096
4 C -0.31 -4.02 2.82  C3 1.527, C5 1.527, H15 1.100, H16 1.097
5 C -1.57 -3.34 2.29  C4 1.527, N6 1.473, H17 1.095, H18 1.096
6 N -1.52 -1.87 2.48  C5 1.473, C7 1.462, C8 1.413
7 C -2.81 -1.19 2.58  N6 1.462, H19 1.089, H20 1.089, H21 1.088
8 C -0.31 -1.16 2.41  N2 1.414, N6 1.413, C9 1.342
9 C -0.30 0.17 2.32  C8 1.342, H22 1.071, H23 1.070
10 H 2.18 -0.53 3.46  C1 1.089
11 H 3.00 -1.92 2.76  C1 1.089
12 H 2.42 -0.64 1.70  C1 1.089
13 H 1.08 -3.55 1.23  C3 1.095
14 H 1.84 -3.73 2.81  C3 1.096
15 H -0.31 -5.09 2.56  C4 1.100
16 H -0.31 -3.99 3.92  C4 1.097
17 H -1.69 -3.53 1.22  C5 1.095
18 H -2.46 -3.73 2.79  C5 1.096
19 H -2.81 -0.51 3.43  C7 1.089
20 H -3.01 -0.63 1.67  C7 1.089
21 H -3.62 -1.91 2.73  C7 1.088
22 H -1.21 0.73 2.27  C9 1.071
23 H 0.61 0.73 2.25  C9 1.070
24 C 1.69 1.93 -3.73  N25 1.467, H41 1.084, H42 1.090, H43 1.089
25 N 1.75 0.47 -3.60  C24 1.467, C26 1.386, C30 1.390
26 C 2.47 -0.30 -4.51  N25 1.386, C27 1.357, H44 1.078
27 C 2.11 -1.60 -4.35  C26 1.357, N28 1.380, H45 1.078
28 N 1.15 -1.66 -3.36  C27 1.380, C29 1.455, C30 1.376
29 C 0.45 -2.87 -2.95  N28 1.455, H46 1.089, H47 1.088, H48 1.089
30 C 0.93 -0.39 -2.88  N25 1.390, N28 1.376, C31 1.460
31 C -0.10 -0.06 -1.89  C30 1.460, C32 1.433, O40 1.243
32 C 0.00 1.15 -1.13  C31 1.433, C33 1.362, H49 1.075
33 C -1.08 1.71 -0.52  C32 1.362, C34 1.442, H50 1.076
34 C -1.07 3.03 0.07  C33 1.442, C35 1.408, C39 1.409
35 C -2.26 3.79 0.08  C34 1.408, C36 1.377, H51 1.076
36 C -2.23 5.13 0.40  C35 1.377, C37 1.384, H52 1.078
37 C -1.04 5.73 0.77  C36 1.384, C38 1.383, H53 1.077
38 C 0.12 4.99 0.83  C37 1.383, C39 1.373, H54 1.078
39 C 0.11 3.66 0.49  C34 1.409, C38 1.373, H55 1.076
40 O -1.06 -0.83 -1.74  C31 1.243
41 H 1.33 2.40 -2.82  C24 1.084
42 H 2.69 2.32 -3.94  C24 1.090
43 H 1.03 2.19 -4.55  C24 1.089
44 H 3.13 0.08 -5.26  C26 1.078
45 H 2.44 -2.44 -4.94  C27 1.078
46 H -0.01 -2.71 -1.98  C29 1.089
47 H -0.33 -3.10 -3.67  C29 1.088
48 H 1.16 -3.70 -2.90  C29 1.089
49 H 0.95 1.65 -1.10  C32 1.075
50 H -2.02 1.20 -0.62  C33 1.076
51 H -3.18 3.34 -0.25  C35 1.076
52 H -3.13 5.72 0.31  C36 1.078
53 H -1.01 6.79 0.98  C37 1.077
54 H 1.05 5.46 1.12  C38 1.078
55 H 1.03 3.09 0.55  C39 1.076

Output
Charge   +1
F_max   3.219 eV/Å
Molar mass   353.5 g/mol
Energy above the lowest of the compared OMol25 structures with the same formula, charge and spin   74.6 kcal per mole
LUMO energy   -4.2 eV
HOMO energy   -9.13 eV

# 2
One molecule with the formula C21H29N5O2. Source: the OMol25 dataset; level of theory: ωB97M-V/def2-TZVPD.

Each atom is followed by the atoms it is bonded to, with distances in Å.
Geometry (Å):
1 C -8.58 5.06 -0.30  C2 1.508, H29 1.090, H30 1.090, H31 1.090
2 C -7.59 3.98 0.06  C1 1.508, C3 1.403, C28 1.385
3 C -6.57 4.03 1.03  C2 1.403, N4 1.314, H32 1.081
4 N -5.90 2.90 1.14  C3 1.314, N5 1.335
5 N -6.51 2.07 0.29  N4 1.335, C6 1.456, C28 1.370
6 C -6.00 0.71 0.13  N5 1.456, C7 1.545, H33 1.092, H34 1.091
7 C -4.69 0.70 -0.69  C6 1.545, C8 1.541, H35 1.092, H36 1.093
8 C -4.10 -0.71 -0.87  C7 1.541, N9 1.460, H37 1.093, H38 1.092
9 N -2.95 -0.76 -1.77  C8 1.460, C10 1.332, H39 1.008
10 C -1.80 -0.16 -1.50  N9 1.332, O11 1.223, C12 1.534
11 O -1.46 0.83 -2.14  C10 1.223
12 C -1.00 -0.64 -0.28  C10 1.534, C13 1.552, H40 1.089, H41 1.090
13 C 0.50 -0.24 -0.28  C12 1.552, C14 1.541, C27 1.533, H42 1.093
14 C 1.33 -0.82 -1.44  C13 1.541, C15 1.529, H43 1.090, H44 1.091
15 C 2.53 -1.50 -0.77  C14 1.529, N16 1.457, H45 1.092, H46 1.092
16 N 2.64 -0.86 0.53  C15 1.457, C17 1.467, C27 1.455
17 C 3.49 -1.58 1.48  N16 1.467, C18 1.529, H47 1.092, H48 1.092
18 C 4.97 -1.57 1.10  C17 1.529, C19 1.397, C26 1.396
19 C 5.59 -0.39 0.70  C18 1.397, C20 1.392, H49 1.081
20 C 6.94 -0.38 0.37  C19 1.392, C21 1.401, H50 1.083
21 C 7.70 -1.56 0.44  C20 1.401, C22 1.511, C25 1.405
22 C 9.16 -1.52 0.08  C21 1.511, N23 1.323, O24 1.223
23 N 9.94 -2.47 0.57  C22 1.323, H51 1.002, H52 1.005
24 O 9.64 -0.65 -0.64  C22 1.223
25 C 7.06 -2.75 0.85  C21 1.405, C26 1.393, H53 1.080
26 C 5.71 -2.75 1.18  C18 1.396, C25 1.393, H54 1.080
27 C 1.26 -0.73 0.96  C13 1.533, N16 1.455, H55 1.092, H56 1.093
28 C -7.54 2.67 -0.38  C2 1.385, N5 1.370, H57 1.080
29 H -9.55 4.63 -0.57  C1 1.090
30 H -8.78 5.73 0.54  C1 1.090
31 H -8.24 5.67 -1.13  C1 1.090
32 H -6.31 4.89 1.63  C3 1.081
33 H -5.84 0.29 1.12  C6 1.092
34 H -6.77 0.11 -0.35  C6 1.091
35 H -4.87 1.15 -1.67  C7 1.092
36 H -3.95 1.34 -0.20  C7 1.093
37 H -3.86 -1.15 0.10  C8 1.093
38 H -4.87 -1.37 -1.27  C8 1.092
39 H -3.22 -0.51 -2.72  N9 1.008
40 H -1.48 -0.22 0.60  C12 1.089
41 H -1.10 -1.72 -0.21  C12 1.090
42 H 0.57 0.85 -0.30  C13 1.093
43 H 0.77 -1.53 -2.05  C14 1.090
44 H 1.67 -0.03 -2.11  C14 1.091
45 H 2.41 -2.58 -0.70  C15 1.092
46 H 3.45 -1.35 -1.33  C15 1.092
47 H 3.40 -1.11 2.47  C17 1.092
48 H 3.13 -2.61 1.60  C17 1.092
49 H 5.01 0.52 0.64  C19 1.081
50 H 7.40 0.54 0.05  C20 1.083
51 H 9.60 -3.08 1.28  N23 1.002
52 H 10.91 -2.43 0.31  N23 1.005
53 H 7.60 -3.68 0.89  C25 1.080
54 H 5.24 -3.68 1.48  C26 1.080
55 H 1.17 -0.04 1.81  C27 1.092
56 H 0.86 -1.67 1.35  C27 1.093
57 H -8.13 2.14 -1.11  C28 1.080

Output
F_max   3.320 eV/Å
SMILES   Cc1cnn(CCCNC(=O)C[C@@H]2CCN(Cc3ccc(C(N)=O)cc3)C2)c1
Molar mass   383.5 g/mol
Energy above the lowest of the compared OMol25 structures with the same formula, charge and spin   47.2 kcal per mole
LUMO energy   0.7 eV
HOMO energy   -8.79 eV

# 3
One molecule with the formula C21H29N5O3. Source: the OMol25 dataset; level of theory: ωB97M-V/def2-TZVPD.

Each atom is followed by the atoms it is bonded to, with distances in Å.
Geometry (Å):
1 C 3.76 -5.97 -1.93  O2 1.405, H30 1.089, H31 1.095, H32 1.095
2 O 3.36 -5.22 -0.82  C1 1.405, C3 1.366
3 C 2.14 -4.61 -0.84  O2 1.366, C4 1.388, C28 1.404
4 C 1.25 -4.68 -1.91  C3 1.388, C5 1.386, H33 1.079
5 C 0.04 -4.01 -1.84  C4 1.386, C6 1.386, H34 1.081
6 C -0.33 -3.29 -0.72  C5 1.386, C7 1.511, C27 1.392
7 C -1.63 -2.53 -0.68  C6 1.511, N8 1.455, H35 1.094, H36 1.094
8 N -1.55 -1.08 -0.80  C7 1.455, C9 1.444, C14 1.447
9 C -0.99 -0.57 -2.03  N8 1.444, C10 1.536, H37 1.092, H38 1.091
10 C 0.54 -0.64 -2.09  C9 1.536, N11 1.447, H39 1.097, H40 1.095
11 N 1.12 -0.28 -0.82  C10 1.447, C12 1.342, H41 1.011
12 C 0.49 -0.21 0.37  N11 1.342, O13 1.221, C14 1.526
13 O 1.10 0.04 1.40  C12 1.221
14 C -1.02 -0.38 0.35  N8 1.447, C12 1.526, C15 1.555, H42 1.094
15 C -1.68 1.03 0.48  C14 1.555, C16 1.521, H43 1.090, H44 1.090
16 C -0.89 2.14 -0.18  C15 1.521, O17 1.219, N18 1.345
17 O -1.12 2.54 -1.31  C16 1.219
18 N 0.10 2.64 0.58  C16 1.345, C19 1.443, H45 1.009
19 C 0.98 3.68 0.13  N18 1.443, C20 1.530, H46 1.094, H47 1.095
20 C 0.79 4.99 0.91  C19 1.530, C21 1.530, H48 1.091, H49 1.090
21 C -0.59 5.61 0.66  C20 1.530, N22 1.439, H50 1.092, H51 1.097
22 N -1.63 4.84 1.29  C21 1.439, C23 1.346, N26 1.329
23 C -2.78 4.41 0.75  N22 1.346, C24 1.376, H52 1.071
24 C -3.47 3.74 1.73  C23 1.376, C25 1.400, H53 1.070
25 C -2.63 3.82 2.85  C24 1.400, N26 1.320, H54 1.072
26 N -1.53 4.49 2.57  N22 1.329, C25 1.320
27 C 0.56 -3.25 0.35  C6 1.392, C28 1.382, H55 1.080
28 C 1.79 -3.89 0.31  C3 1.404, C27 1.382, C29 1.496
29 C 2.74 -3.81 1.46  C28 1.496, H56 1.090, H57 1.087, H58 1.088
30 H 4.75 -6.36 -1.68  C1 1.089
31 H 3.83 -5.36 -2.83  C1 1.095
32 H 3.08 -6.81 -2.11  C1 1.095
33 H 1.49 -5.23 -2.80  C4 1.079
34 H -0.64 -4.07 -2.69  C5 1.081
35 H -2.15 -2.74 0.26  C7 1.094
36 H -2.27 -2.87 -1.50  C7 1.094
37 H -1.30 0.47 -2.12  C9 1.092
38 H -1.41 -1.14 -2.87  C9 1.091
39 H 0.87 -1.66 -2.35  C10 1.097
40 H 0.91 0.05 -2.85  C10 1.095
41 H 2.12 -0.19 -0.78  N11 1.011
42 H -1.30 -0.94 1.25  C14 1.094
43 H -2.67 0.97 0.02  C15 1.090
44 H -1.79 1.27 1.54  C15 1.090
45 H 0.28 2.24 1.49  N18 1.009
46 H 0.77 3.84 -0.93  C19 1.094
47 H 2.02 3.35 0.24  C19 1.095
48 H 0.89 4.80 1.98  C20 1.091
49 H 1.55 5.70 0.60  C20 1.090
50 H -0.81 5.65 -0.41  C21 1.092
51 H -0.60 6.63 1.07  C21 1.097
52 H -3.02 4.60 -0.28  C23 1.071
53 H -4.42 3.26 1.66  C24 1.070
54 H -2.79 3.43 3.84  C25 1.072
55 H 0.29 -2.72 1.25  C27 1.080
56 H 2.74 -4.76 2.01  C29 1.090
57 H 2.46 -3.01 2.14  C29 1.087
58 H 3.75 -3.65 1.10  C29 1.088

Output
F_max   0.804 eV/Å
SMILES   COc1ccc(CN2CCNC(=O)[C@H]2CC(=O)NCCCn2cccn2)cc1C
Molar mass   399.5 g/mol
Energy above the lowest of the compared OMol25 structures with the same formula, charge and spin   56.4 kcal per mole
LUMO energy   0.7 eV
HOMO energy   -8.14 eV

# 4
One molecule with the formula C21H29N5O4S2. Source: the OMol25 dataset; level of theory: ωB97M-V/def2-TZVPD.

Each atom is followed by the atoms it is bonded to, with distances in Å.
Geometry (Å):
1 C -7.55 0.24 1.50  C2 1.525, H33 1.087, H34 1.087, H35 1.086
2 C -6.36 -0.56 0.98  C1 1.525, N3 1.445, H36 1.091, H37 1.100
3 N -5.55 0.20 0.07  C2 1.445, C4 1.444, S6 1.658
4 C -4.86 1.38 0.53  N3 1.444, C5 1.529, H38 1.091, H39 1.095
5 C -3.93 1.16 1.73  C4 1.529, H40 1.088, H41 1.087, H42 1.087
6 S -4.85 -0.63 -1.19  N3 1.658, O7 1.434, O8 1.432, C9 1.798
7 O -4.34 0.34 -2.12  S6 1.434
8 O -5.79 -1.61 -1.64  S6 1.432
9 C -3.44 -1.48 -0.47  S6 1.798, C10 1.382, C32 1.380
10 C -3.63 -2.66 0.23  C9 1.382, C11 1.387, H43 1.078
11 C -2.54 -3.26 0.84  C10 1.387, C12 1.384, H44 1.079
12 C -1.29 -2.68 0.76  C11 1.384, C13 1.394, H45 1.080
13 C -1.10 -1.49 0.06  C12 1.394, C14 1.494, C32 1.392
14 C 0.27 -0.91 0.03  C13 1.494, O15 1.218, N16 1.355
15 O 1.26 -1.57 0.30  C14 1.218
16 N 0.35 0.40 -0.34  C14 1.355, C17 1.451, H46 1.008
17 C 1.63 1.07 -0.25  N16 1.451, C18 1.523, C29 1.534, H47 1.093
18 C 2.01 1.10 1.23  C17 1.523, O19 1.210, N20 1.375
19 O 1.24 1.47 2.08  C18 1.210
20 N 3.25 0.65 1.59  C18 1.375, C21 1.364, H48 1.015
21 C 4.26 0.13 0.84  N20 1.364, N22 1.288, S28 1.766
22 N 4.44 0.28 -0.43  C21 1.288, N23 1.324
23 N 5.52 -0.33 -0.89  N22 1.324, C24 1.283
24 C 6.21 -0.96 -0.01  N23 1.283, C25 1.455, S28 1.765
25 C 7.44 -1.70 -0.27  C24 1.455, C26 1.510, C27 1.511, H49 1.082
26 C 8.36 -1.20 -1.36  C25 1.510, C27 1.487, H50 1.078, H51 1.079
27 C 7.57 -2.44 -1.58  C25 1.511, C26 1.487, H52 1.078, H53 1.079
28 S 5.52 -0.84 1.61  C21 1.766, C24 1.765
29 C 1.55 2.48 -0.84  C17 1.534, C30 1.527, C31 1.526, H54 1.097
30 C 2.86 3.23 -0.59  C29 1.527, H55 1.087, H56 1.087, H57 1.088
31 C 1.25 2.40 -2.33  C29 1.526, H58 1.087, H59 1.087, H60 1.087
32 C -2.20 -0.90 -0.57  C9 1.380, C13 1.392, H61 1.079
33 H -8.21 -0.41 2.07  C1 1.087
34 H -7.22 1.05 2.15  C1 1.087
35 H -8.10 0.66 0.67  C1 1.086
36 H -6.72 -1.42 0.40  C2 1.091
37 H -5.76 -0.94 1.83  C2 1.100
38 H -4.29 1.73 -0.33  C4 1.091
39 H -5.60 2.14 0.78  C4 1.095
40 H -3.22 0.36 1.53  C5 1.088
41 H -3.38 2.08 1.92  C5 1.087
42 H -4.50 0.91 2.62  C5 1.087
43 H -4.61 -3.10 0.27  C10 1.078
44 H -2.67 -4.19 1.38  C11 1.079
45 H -0.43 -3.13 1.23  C12 1.080
46 H -0.47 0.98 -0.30  N16 1.008
47 H 2.37 0.48 -0.80  C17 1.093
48 H 3.37 0.58 2.60  N20 1.015
49 H 7.88 -2.14 0.61  C25 1.082
50 H 8.06 -0.31 -1.88  C26 1.078
51 H 9.42 -1.29 -1.18  C26 1.079
52 H 6.73 -2.38 -2.26  C27 1.078
53 H 8.07 -3.40 -1.56  C27 1.079
54 H 0.74 3.01 -0.33  C29 1.097
55 H 2.83 4.20 -1.08  C30 1.087
56 H 3.69 2.66 -0.99  C30 1.087
57 H 3.02 3.39 0.47  C30 1.088
58 H 0.35 1.84 -2.53  C31 1.087
59 H 1.13 3.40 -2.75  C31 1.087
60 H 2.08 1.92 -2.85  C31 1.087
61 H -2.12 0.00 -1.17  C32 1.079

Output
F_max   1.634 eV/Å
SMILES   CCN(CC)S(=O)(=O)c1cccc(C(=O)N[C@H](C(=O)Nc2nnc(C3CC3)s2)C(C)C)c1
Molar mass   479.6 g/mol
Energy above the lowest of the compared OMol25 structures with the same formula, charge and spin   25.3 kcal per mole
LUMO energy   0.3 eV
HOMO energy   -8.92 eV

> HOMO energy of number 4 (C21H29N5O4S2)?

-8.92 eV